{"formula": "C21H13F2N7O2", "method": "wB97M-V/def2-TZVPD", "smiles": "O=C(Nc1ccc(F)c(Nc2ncccc2-c2ncnc3[nH]cnc23)c1F)c1ccco1", "gap_ev": 7.89, "lumo_energy_ev": -0.28, "energy_ev": -41947.8435, "e_above_lowest_kj_mol": 0.0, "spin_multiplicity": 1, "elements": ["O", "C", "N", "C", "C", "C", "C", "F", "C", "N", "C", "N", "C", "C", "C", "C", "C", "N", "C", "N", "C", "N", "C", "N", "C", "C", "F", "C", "C", "C", "C", "O", "H", "H", "H", "H", "H", "H", "H", "H", "H", "H", "H", "H", "H"], "xyz": [[3.598, 2.352, 4.060], [2.845, 1.711, 3.344], [1.523, 1.788, 3.744], [0.448, 1.033, 3.181], [-0.365, 0.229, 4.027], [-1.404, -0.541, 3.459], [-1.584, -0.594, 2.086], [-2.502, -1.465, 1.579], [-0.856, 0.265, 1.255], [-1.111, 0.267, -0.147], [-0.129, -0.158, -1.085], [1.076, -0.566, -0.632], [2.034, -0.852, -1.505], [1.851, -0.760, -2.850], [0.621, -0.425, -3.384], [-0.421, -0.171, -2.496], [-1.735, 0.115, -3.057], [-1.756, 0.817, -4.227], [-2.939, 1.099, -4.758], [-4.085, 0.765, -4.210], [-4.090, 0.025, -3.114], [-5.098, -0.445, -2.351], [-4.617, -1.171, -1.292], [-3.287, -1.140, -1.346], [-2.928, -0.392, -2.467], [0.167, 1.068, 1.802], [0.845, 1.916, 1.003], [3.446, 0.628, 2.502], [4.778, 0.624, 2.111], [4.984, -0.663, 1.457], [3.781, -1.325, 1.427], [2.847, -0.539, 2.088], [1.406, 2.238, 4.637], [-0.170, 0.240, 5.087], [-2.065, -1.118, 4.079], [-2.031, -0.081, -0.462], [3.012, -1.146, -1.080], [2.656, -0.967, -3.539], [0.451, -0.380, -4.454], [-2.963, 1.642, -5.686], [-6.056, -0.229, -2.522], [-5.237, -1.723, -0.581], [5.548, 1.359, 2.335], [5.921, -1.055, 1.037], [3.592, -2.275, 0.945]], "atomic_forces_ev_per_a": [[0.794, 0.524, -1.061], [-0.171, -0.906, 2.842], [-0.758, -1.103, -2.004], [-0.390, -0.401, 0.316], [-0.241, 0.288, -1.893], [0.733, 0.443, 0.349], [0.314, 0.571, 0.631], [0.568, 0.790, 0.124], [0.316, -0.567, -1.216], [0.586, -0.446, -0.883], [0.550, -0.576, -0.070], [-1.230, 0.760, 0.232], [0.286, 0.037, 0.890], [0.513, -0.121, -1.620], [-0.254, -0.059, 0.960], [0.543, 0.270, 0.728], [-0.382, -0.142, -0.289], [0.248, -0.755, 1.314], [-0.014, -0.705, 1.125], [-2.260, 0.146, -0.565], [1.948, 0.519, -0.198], [-1.980, -0.209, 0.055], [2.488, 0.826, -1.383], [-0.363, -0.618, 0.545], [-0.473, 0.543, -0.552], [-0.600, -0.274, 0.756], [-0.242, -0.524, 0.318], [1.586, -0.250, -1.361], [-0.719, -1.305, 0.121], [-0.267, 0.347, -0.075], [1.252, 2.231, 0.946], [-0.256, -0.353, -0.401], [0.010, 0.095, -0.098], [-0.078, -0.105, 0.091], [-0.027, -0.264, 0.210], [0.580, 0.237, 1.017], [-0.664, 0.164, -0.291], [0.228, -0.071, 0.079], [-0.032, 0.006, 0.192], [0.005, 0.160, -0.155], [-0.550, -0.044, -0.128], [0.353, 0.439, -0.293], [-0.519, -0.166, -0.082], [-0.600, 0.363, 0.253], [-0.829, 0.205, 0.525]], "nbo_charge": [-0.590, 0.639, -0.608, 0.055, -0.213, -0.272, 0.377, -0.319, 0.027, -0.629, 0.433, -0.473, 0.060, -0.287, -0.110, -0.172, 0.254, -0.459, 0.265, -0.480, 0.342, -0.527, 0.235, -0.482, -0.003, 0.446, -0.310, 0.155, -0.228, -0.316, 0.095, -0.397, 0.421, 0.224, 0.229, 0.434, 0.196, 0.215, 0.238, 0.188, 0.424, 0.227, 0.247, 0.230, 0.220]}

{"formula": "C38H36O5PtS6", "method": "wB97M-V/def2-TZVPD", "gap_ev": [5.53, 5.50], "charge": -2, "lumo_energy_ev": [4.23, 4.23], "energy_ev": -118487.0116, "e_above_lowest_kj_mol": 160.7, "spin_multiplicity": 1, "elements": ["Pt", "C", "C", "C", "O", "C", "C", "O", "C", "O", "C", "C", "C", "C", "C", "C", "C", "C", "C", "C", "C", "C", "C", "O", "C", "C", "C", "C", "C", "C", "C", "C", "C", "C", "C", "C", "H", "H", "H", "H", "H", "H", "H", "H", "H", "H", "H", "H", "H", "H", "H", "H", "H", "H", "H", "H", "H", "H", "H", "H", "H", "H", "H", "H", "S", "C", "S", "C", "C", "S", "S", "S", "O", "S", "C", "C", "C", "C", "H", "H", "H", "H", "H", "H", "H", "H"], "xyz": [[-2.300, -0.083, -0.687], [0.593, 4.196, 1.914], [1.460, 3.087, 1.318], [2.939, 3.378, 1.478], [1.189, 1.850, 1.926], [0.027, 1.334, 1.265], [0.230, 1.808, -0.203], [1.135, 2.922, -0.049], [0.647, 0.814, -1.327], [-0.148, -0.300, -1.212], [0.393, 1.462, -2.723], [1.270, 1.271, -3.788], [0.977, 1.728, -5.068], [-0.215, 2.387, -5.321], [-1.111, 2.572, -4.276], [-0.811, 2.117, -3.001], [2.131, 0.400, -1.270], [2.440, -0.948, -1.157], [3.756, -1.394, -1.156], [4.800, -0.491, -1.279], [4.507, 0.861, -1.420], [3.190, 1.298, -1.424], [-0.280, -0.111, 1.729], [-1.453, -0.590, 1.181], [0.895, -1.098, 1.551], [2.169, -0.898, 2.083], [3.138, -1.887, 1.987], [2.852, -3.102, 1.380], [1.580, -3.316, 0.864], [0.619, -2.319, 0.953], [-0.567, -0.093, 3.261], [-0.534, 1.023, 4.086], [-0.883, 0.930, 5.432], [-1.268, -0.281, 5.980], [-1.309, -1.406, 5.161], [-0.967, -1.307, 3.825], [0.749, 4.258, 2.993], [-0.461, 4.002, 1.714], [0.854, 5.152, 1.458], [3.170, 3.529, 2.535], [3.203, 4.279, 0.923], [3.515, 2.538, 1.099], [-0.848, 1.892, 1.622], [-0.723, 2.220, -0.514], [2.204, 0.744, -3.632], [1.687, 1.558, -5.870], [-0.452, 2.737, -6.319], [-2.063, 3.059, -4.451], [-1.555, 2.254, -2.229], [1.617, -1.640, -1.063], [3.959, -2.453, -1.047], [5.829, -0.833, -1.272], [5.310, 1.581, -1.537], [2.978, 2.346, -1.570], [2.402, 0.037, 2.572], [4.128, -1.705, 2.391], [3.611, -3.873, 1.310], [1.340, -4.260, 0.385], [-0.382, -2.441, 0.561], [-0.228, 1.982, 3.695], [-0.856, 1.821, 6.050], [-1.541, -0.351, 7.026], [-1.618, -2.363, 5.567], [-1.021, -2.179, 3.185], [-8.411, 3.981, -1.431], [-7.026, 3.072, -1.232], [-5.794, 3.437, -0.095], [-4.702, 2.116, -0.449], [-5.120, 1.276, -1.418], [-4.283, -0.161, -1.921], [-6.655, 1.676, -2.152], [-3.233, 1.940, 0.445], [-2.742, -3.182, -3.272], [-1.962, -2.617, -2.123], [-2.548, -3.536, -0.646], [-1.670, -4.783, -0.445], [-0.818, -4.958, -1.705], [-0.405, -3.550, -2.102], [-3.583, -3.760, -0.901], [-2.535, -2.854, 0.205], [-2.271, -5.669, -0.233], [-1.014, -4.624, 0.414], [-1.425, -5.376, -2.512], [0.038, -5.618, -1.542], [0.018, -3.459, -3.102], [0.244, -3.058, -1.378]], "atomic_forces_ev_per_a": [[-0.926, 1.109, 1.488], [-0.012, 0.002, 0.007], [-0.076, -0.043, -0.070], [-0.027, 0.039, -0.023], [0.031, -0.032, -0.027], [-0.003, -0.025, -0.006], [0.081, -0.034, 0.005], [0.212, -0.061, -0.110], [0.017, 0.004, -0.066], [-0.044, -0.328, -0.445], [-0.046, 0.023, 0.023], [0.059, -0.034, -0.104], [-0.026, 0.009, 0.001], [0.001, -0.005, 0.020], [0.020, -0.013, -0.009], [0.021, 0.010, 0.067], [0.090, 0.008, 0.183], [0.072, -0.007, -0.179], [-0.002, 0.051, -0.133], [-0.007, 0.018, -0.017], [-0.001, 0.019, 0.037], [-0.046, -0.035, 0.145], [0.157, -0.012, 0.050], [0.094, 0.216, -0.356], [-0.052, -0.061, 0.072], [-0.026, -0.034, 0.024], [-0.038, -0.039, 0.063], [-0.089, -0.011, 0.114], [0.006, -0.037, 0.162], [-0.068, -0.072, 0.241], [0.019, -0.052, -0.051], [-0.007, 0.036, 0.020], [-0.007, -0.011, -0.011], [0.008, -0.013, -0.023], [-0.010, 0.011, 0.018], [0.017, -0.002, -0.008], [0.013, 0.020, -0.004], [0.001, 0.017, 0.017], [-0.013, -0.005, -0.008], [0.005, 0.008, -0.011], [-0.004, -0.007, 0.007], [0.020, -0.063, -0.044], [-0.013, 0.003, -0.013], [-0.105, 0.001, -0.042], [-0.084, 0.029, -0.037], [-0.001, -0.006, -0.004], [-0.002, 0.007, -0.002], [0.001, 0.005, -0.003], [-0.013, -0.040, 0.054], [0.160, 0.181, -0.141], [-0.002, 0.041, -0.037], [0.008, 0.004, -0.006], [0.000, 0.001, -0.003], [-0.044, 0.123, 0.033], [0.002, 0.016, 0.011], [0.003, 0.009, -0.010], [0.007, -0.002, -0.006], [0.012, -0.003, 0.001], [0.052, 0.014, 0.042], [-0.013, -0.018, 0.010], [0.005, 0.004, -0.001], [0.000, -0.001, 0.003], [0.001, 0.001, 0.002], [0.002, -0.001, 0.000], [-0.014, 0.006, 0.005], [0.041, -0.006, 0.008], [-0.003, -0.006, 0.036], [-0.075, 0.180, 0.091], [0.023, -0.080, -0.063], [0.556, 0.035, -0.445], [0.010, -0.026, -0.022], [0.125, -0.670, -0.240], [0.036, -0.062, 0.061], [-0.042, -0.317, -0.112], [0.047, -0.009, -0.034], [0.008, 0.013, -0.002], [-0.029, 0.025, -0.016], [-0.056, 0.040, -0.098], [0.000, 0.000, 0.014], [-0.004, 0.031, -0.014], [-0.019, 0.006, -0.015], [-0.017, -0.016, 0.006], [0.022, -0.038, 0.004], [0.020, 0.020, 0.029], [0.027, 0.029, 0.013], [-0.044, -0.083, -0.114]], "mulliken_charge": [3.317, -1.950, 1.930, -1.901, -0.222, -0.834, -0.532, -0.433, 2.696, -1.345, 0.086, -0.283, -0.934, -0.537, -1.041, -0.277, -1.119, 0.003, -0.241, -0.837, -1.019, 0.152, 2.911, -1.807, -0.504, 0.033, -0.735, -1.044, 0.179, -0.413, -0.083, -0.448, -1.026, -0.510, -0.788, -0.316, 0.332, 0.303, 0.506, 0.393, 0.373, 0.420, 0.640, -0.055, 0.309, 0.395, 0.372, 0.425, 0.184, 0.056, 0.425, 0.352, 0.373, 0.575, 0.483, 0.405, 0.389, 0.156, -0.055, 0.381, 0.402, 0.365, 0.383, 0.320, -0.376, 0.082, -0.124, 0.101, 0.140, -0.594, -0.136, -0.548, -0.682, 0.355, -0.660, -0.385, -1.036, 0.198, 0.574, 0.154, 0.442, 0.043, 0.390, 0.399, 0.667, -0.740]}

{"formula": "C6H14N2O", "method": "wB97M-V/def2-TZVPD", "gap_ev": [7.10, 6.88], "lumo_energy_ev": [0.70, 0.60], "energy_ev": -11471.5192, "e_above_lowest_kj_mol": 603.1, "spin_multiplicity": 1, "elements": ["C", "N", "C", "N", "C", "H", "H", "H", "H", "H", "H", "H", "H", "C", "C", "C", "O", "H", "H", "H", "H", "H", "H"], "xyz": [[0.638, 1.176, -1.874], [0.780, -0.771, -0.369], [-0.185, 0.144, -1.109], [0.315, -2.043, 0.086], [-1.173, -0.495, -1.859], [1.630, -0.952, -0.905], [-0.477, -1.857, 0.696], [-0.046, -2.552, -0.717], [-0.024, 1.931, -2.296], [1.178, 0.697, -2.693], [1.378, 1.679, -1.249], [-1.791, -1.260, -1.408], [-1.615, 0.028, -2.695], [0.731, -0.199, 2.424], [-0.686, 0.908, 0.516], [0.563, 0.600, 1.172], [-1.808, 0.190, 0.995], [-2.224, 0.675, 1.715], [-0.897, 1.960, 0.327], [1.360, 1.311, 0.987], [-0.141, -0.816, 2.632], [0.881, 0.483, 3.268], [1.613, -0.839, 2.356]], "atomic_forces_ev_per_a": [[-0.109, 0.089, 0.375], [0.196, 0.135, 0.185], [-0.053, -0.899, -0.671], [-0.008, 0.302, -0.071], [0.293, 0.354, 0.566], [-0.258, 0.005, -0.154], [0.006, -0.004, -0.021], [-0.024, 0.062, 0.070], [0.023, -0.002, 0.007], [-0.086, -0.053, 0.037], [-0.065, 0.028, 0.075], [0.083, -0.179, -0.038], [-0.004, 0.062, -0.025], [0.024, -0.188, -0.263], [0.739, 0.203, 0.967], [-1.014, 0.350, -0.305], [0.021, -0.082, -0.289], [0.090, 0.022, -0.082], [0.110, -0.080, -0.182], [0.091, -0.126, -0.213], [0.040, 0.013, 0.027], [-0.041, 0.006, -0.076], [-0.056, -0.019, 0.081]], "nbo_charge": [-0.641, -0.407, 0.124, -0.656, -0.630, 0.377, 0.361, 0.362, 0.227, 0.220, 0.200, 0.192, 0.197, -0.673, -0.067, 0.001, -0.739, 0.475, 0.187, 0.204, 0.223, 0.229, 0.233]}

{"formula": "C18H15BaN6S2", "method": "wB97M-V/def2-TZVPD", "gap_ev": 6.89, "charge": 1, "lumo_energy_ev": -2.80, "energy_ev": -50206.6165, "e_above_lowest_kj_mol": 231.1, "spin_multiplicity": 1, "elements": ["Ba", "C", "C", "C", "C", "C", "C", "N", "N", "C", "C", "C", "C", "C", "C", "H", "H", "H", "H", "H", "H", "H", "H", "H", "N", "C", "N", "C", "C", "S", "C", "C", "S", "C", "N", "N", "H", "H", "H", "H", "H", "H"], "xyz": [[0.950, 2.415, -0.004], [4.896, 4.119, -1.766], [4.573, 4.272, -0.427], [4.174, 3.183, 0.340], [4.103, 1.920, -0.250], [4.441, 1.755, -1.594], [4.835, 2.856, -2.338], [3.313, 1.024, 1.840], [2.127, 1.663, 2.179], [1.044, 0.688, 2.333], [1.239, -0.582, 2.878], [0.160, -1.438, 3.035], [-1.114, -1.027, 2.670], [-1.284, 0.239, 2.120], [-0.227, 1.131, 1.906], [5.207, 4.972, -2.353], [4.640, 5.246, 0.038], [3.932, 3.310, 1.388], [4.407, 0.776, -2.053], [5.104, 2.717, -3.377], [2.215, -0.929, 3.201], [0.318, -2.419, 3.467], [-1.958, -1.690, 2.816], [-2.291, 0.536, 1.834], [-0.620, -0.430, -1.844], [0.674, -0.899, -1.725], [1.521, -0.302, -0.937], [2.716, -0.989, -0.888], [2.804, -2.059, -1.718], [1.304, -2.289, -2.526], [3.701, -0.518, 0.094], [4.535, -1.271, 0.815], [5.438, -0.528, 2.140], [4.175, 0.548, 2.703], [3.596, 0.831, 0.482], [4.056, 0.852, 3.987], [-1.089, -0.340, -0.948], [-1.197, -0.894, -2.529], [3.644, -2.709, -1.896], [4.625, -2.344, 0.730], [4.539, 0.326, 4.694], [3.280, 1.455, 4.237]], "atomic_forces_ev_per_a": [[-0.057, -0.042, -0.195], [0.013, 0.015, -0.044], [0.011, 0.035, 0.042], [-0.036, -0.006, 0.006], [-0.004, 0.017, 0.018], [-0.031, -0.010, 0.014], [-0.001, -0.003, -0.011], [0.022, 0.091, 0.087], [-0.074, -0.304, 0.095], [-0.006, 0.188, 0.049], [0.098, -0.058, -0.029], [-0.005, -0.070, 0.033], [0.032, -0.034, 0.016], [-0.060, 0.012, -0.135], [0.219, 0.180, -0.007], [0.006, -0.003, -0.006], [0.000, 0.000, 0.006], [-0.011, 0.008, -0.004], [-0.001, -0.011, 0.007], [0.003, 0.011, -0.007], [0.020, 0.009, -0.004], [-0.018, 0.001, -0.007], [-0.016, 0.013, -0.003], [-0.005, -0.023, 0.012], [0.038, -0.001, -0.132], [-0.098, 0.142, 0.175], [0.035, 0.057, 0.020], [-0.028, -0.124, -0.148], [-0.030, 0.090, 0.084], [0.002, -0.040, -0.062], [0.188, -0.254, 0.153], [-0.046, 0.052, -0.083], [0.047, 0.005, -0.033], [-0.035, 0.084, 0.075], [-0.191, 0.047, 0.006], [0.040, -0.028, 0.019], [0.022, -0.016, 0.035], [-0.014, -0.019, 0.040], [0.012, -0.001, 0.004], [-0.022, -0.005, -0.025], [0.007, -0.013, -0.010], [-0.028, 0.005, -0.051]], "mulliken_charge": [1.648, -0.614, -0.771, -0.014, 0.335, -0.421, -0.801, 1.322, -1.780, 1.248, -0.307, -0.834, -0.479, -0.754, -0.956, 0.428, 0.431, 0.448, 0.412, 0.411, 0.279, 0.394, 0.422, 0.464, -0.444, 0.126, 0.346, -0.377, -0.402, -0.174, -0.428, -0.362, -0.264, 0.545, 0.185, -0.284, 0.206, 0.264, 0.491, 0.522, 0.253, 0.285]}